ORCA calculation (ωB97M-V/def2-TZVPD) on an isolated molecule of C4H5NO.

The total energy comes out at -7763.577 eV. As for the maximum force: 0.4 eV/Å. The calculation puts the HOMO energy at -7.8 eV. For the relative energy (zero: lowest compared OMol25 entry of this formula, charge and spin), the calculation gives 284.5 kJ/mol.

Geometry as ORCA input:
```
! wB97M-V def2-TZVPD RIJCOSX def2/J DEFGRID3
* xyz 0 1
C 0.7520 -0.1080 -0.8330
C 1.1475 -0.5982 0.3022
O -1.3933 0.1537 0.3110
H -2.0245 1.5998 -1.4944
N -1.0972 1.2187 -1.6036
H -0.5502 1.4192 -2.4255
H 1.1578 -2.1269 1.7276
C 1.4246 -1.0985 1.4957
H -0.8573 -0.3287 0.9806
H 2.0044 -0.5479 2.2301
C -0.5636 0.4166 -0.6905
*
```



ORCA calculation (ωB97M-V/def2-TZVPD) on a 2-piece molecular cluster, C5H15N2S overall.

The total energy comes out at -19243.584 eV. As for the maximum force: 2.8 eV/Å. The calculation puts the HOMO energy at -2.6 eV. For the relative energy (zero: lowest compared OMol25 entry of this formula, charge and spin), the calculation gives 118.7 kJ/mol.

Geometry as ORCA input:
```
! wB97M-V def2-TZVPD RIJCOSX def2/J DEFGRID3
* xyz -1 1
C -1.0077 -0.3290 2.4601
H -1.9150 1.3905 -2.9363
H -0.9975 -0.2869 -4.7924
H 2.0791 -1.1502 3.6027
H -0.7738 -0.9810 -3.2928
H -0.6186 2.5020 -2.3537
H 0.9120 -0.9685 0.7987
H -1.2889 0.3779 1.6678
H 2.2663 -0.0954 1.5406
C 1.1729 -0.0930 1.4223
H 0.6816 -2.1994 3.2005
S -1.0306 0.5450 -0.9971
C 0.9714 -1.1782 3.5532
N -0.3017 -0.4382 -4.1061
H -1.4371 0.0156 3.4139
N 0.5178 -0.0965 2.7139
C 0.1139 0.8726 -3.5385
H 1.0483 0.7424 -2.9748
C -0.8910 1.4706 -2.6084
H -1.2809 -1.3890 2.2489
H 0.8860 0.7722 0.8099
H 0.5730 -1.0281 4.5651
H 0.3206 1.5447 -4.3976
*
```



ORCA calculation (ωB97M-V/def2-TZVPD) on an isolated ion of composition C3H5BrN3 and charge +1.

The total energy comes out at -77694.169 eV. As for the maximum force: 3.0 eV/Å. The calculation puts the HOMO energy at -12.7 eV. For the relative energy (zero: lowest compared OMol25 entry of this formula, charge and spin), the calculation gives 262.1 kJ/mol.

Geometry as ORCA input:
```
! wB97M-V def2-TZVPD RIJCOSX def2/J DEFGRID3
* xyz 1 1
H 2.0355 -1.4653 0.0355
N -0.8130 0.3554 -0.0244
N 0.3014 1.2548 -0.1192
C 1.4557 0.6252 -0.0550
H 2.3249 1.3319 -0.0153
C -2.0406 0.8056 0.0017
N 1.2957 -0.7062 -0.1233
H -0.4028 -1.4588 1.0359
C -0.1826 -1.0240 -0.0112
H -0.6167 -1.6107 -0.9366
Br -3.4448 -0.3864 -0.0107
H 0.0874 2.2787 0.2224
*
```



ORCA calculation (ωB97M-V/def2-TZVPD) on an isolated molecule of C24H24N2O3.

The total energy comes out at -34402.693 eV. As for the maximum force: 0.6 eV/Å. The calculation puts the HOMO energy at -8.6 eV. For the relative energy (zero: lowest compared OMol25 entry of this formula, charge and spin), the calculation gives 0.0 kJ/mol.

Geometry as ORCA input:
```
! wB97M-V def2-TZVPD RIJCOSX def2/J DEFGRID3
* xyz 0 1
H -2.5546 -0.1935 1.0138
O -3.3541 2.1093 0.0248
C -1.2053 3.4358 2.8856
H 1.4077 -6.5816 -0.2601
H 1.3294 -6.2260 2.3733
C 0.7531 -1.6727 -2.9276
H 2.7313 -3.0333 1.6950
H 2.4492 -4.9990 2.9817
C 1.4640 -4.8103 -1.4485
H 1.1167 -5.3037 -2.3452
C -0.1486 -1.2876 -1.7988
H -1.2160 2.3598 2.7171
C -2.2685 4.1951 2.0909
C 1.7351 -3.4454 -1.4915
H -2.3477 5.9523 3.3560
C -0.2148 0.0462 -1.4210
H 3.0526 -6.3718 2.0489
C -0.3653 5.6198 2.4927
N -1.0805 1.7824 0.0251
H -3.3072 3.9351 2.2838
H 1.8792 -0.7218 0.0908
C -1.0662 0.4278 -0.3955
H -0.0209 5.9056 3.4862
C -1.8843 -0.5043 0.2279
H 0.9690 3.8469 2.5253
C 2.6362 -1.3560 -0.3691
C -0.9727 -2.2224 -1.1829
H -0.9480 -3.2553 -1.4943
H -1.2619 3.6303 3.9546
H -2.4874 -2.5507 0.2881
C -0.3077 3.8817 0.7265
C 0.0815 2.4751 0.3293
C 2.2323 -5.6611 2.1477
H 0.2113 4.5948 0.0848
H 3.5568 -1.2327 0.1982
O 1.1855 1.9995 0.3101
H 0.1052 6.2859 1.7710
C -0.0296 4.1495 2.2173
C 2.2219 -2.7944 -0.3565
O 0.7628 -1.0818 -3.9886
C 1.6256 -5.5239 -0.2801
C -1.9064 5.6511 2.4063
C -1.8360 3.9142 0.6395
H -2.2660 6.3344 1.6386
H 2.0351 -3.1026 -3.5232
H 2.8016 -0.9993 -1.3824
C -2.2403 2.5249 0.1951
H -2.2492 4.6483 -0.0533
C -1.8421 -1.8248 -0.1828
N 1.5376 -2.7589 -2.7113
H 0.4080 0.7731 -1.9184
C 2.0632 -4.8865 0.8764
C 2.3620 -3.5356 0.8118
*
```



ORCA calculation (ωB97M-V/def2-TZVPD) on C16H14BrMnN5O2S4Se2 as an isolated structure.

The total energy comes out at -303762.029 eV. As for the maximum force: 4.2 eV/Å. The calculation puts the HOMO energy (alpha / beta) at -0.1 / -0.8 eV. For the relative energy (zero: lowest compared OMol25 entry of this formula, charge and spin), the calculation gives 0.0 kJ/mol.

Geometry as ORCA input:
```
! wB97M-V def2-TZVPD RIJCOSX def2/J DEFGRID3
* xyz -2 6
H -5.2329 -0.7661 1.6773
C 4.0305 3.2227 1.1037
C 0.2112 -2.1432 1.8298
H 2.9017 -0.0869 2.2069
O 0.0051 -0.2697 0.0167
N -0.2577 -2.9864 -1.5658
H 1.8388 -0.0833 -5.1656
Se -2.6859 1.4430 -3.0712
C 1.5019 2.6063 1.6116
O 5.2280 3.4843 1.1346
Br -3.2444 -1.7303 -0.3791
C 0.2130 -2.2311 -2.5049
H -0.1615 -2.5982 0.9184
H -3.5730 3.0371 2.6863
S 3.1160 3.2301 -0.4106
N -0.2149 -0.9605 -2.6630
H -1.7540 2.5944 0.9594
Se 0.5789 -4.5205 -1.6234
N -2.5066 0.7645 0.4531
H 2.8743 -1.7774 2.7827
C -3.5948 2.1749 2.0499
C -4.5744 1.2139 2.2629
H 1.7800 0.5710 0.5396
H 2.6130 -2.4355 -5.0314
H -0.5956 -1.6930 2.3983
H -0.0186 0.7497 -3.6897
C -3.4815 -0.1154 0.6354
C 1.2747 -2.8439 -3.2823
H 0.6119 -2.9295 2.4573
C 0.3777 -0.2728 -3.5674
Mn -1.3747 0.9304 -1.4639
S 3.0331 2.8739 2.4763
N 1.6269 -4.0586 -3.0254
N 1.2350 -1.1375 1.5977
C 1.4255 -0.7460 -4.4214
C 1.0349 -0.1982 0.6868
C 1.5291 2.8323 0.2536
S 0.3029 2.0112 2.7873
H -5.2987 1.4129 3.0180
C -2.5566 1.8980 1.1508
C 1.8531 -2.0361 -4.3517
H 1.8224 -0.4663 3.4971
C -4.5072 0.0392 1.5439
C 2.2554 -0.8783 2.5745
S 0.3579 2.8753 -1.0928
*
```



ORCA calculation (ωB97M-V/def2-TZVPD) on C45H48BrF3N10O4PS2Zr as an isolated structure.

The total energy comes out at -180965.256 eV. As for the maximum force: 5.7 eV/Å. The calculation puts the HOMO energy at -9.5 eV.

Geometry as ORCA input:
```
! wB97M-V def2-TZVPD RIJCOSX def2/J DEFGRID3
* xyz 1 1
H 12.2452 21.1521 15.2671
N 13.9420 17.0072 14.1324
C 13.4495 16.9911 16.4817
N 15.5536 10.2749 12.3894
H 7.3353 13.8207 12.0378
H 15.3034 15.7205 8.6702
H 9.0422 20.4047 16.8373
H 11.7954 20.1342 16.5550
C 12.9075 17.2106 18.7888
C 11.5938 16.8442 18.5137
H 12.9225 10.8538 13.5884
C 9.1039 11.4691 5.5080
H 14.9215 17.4637 18.0469
S 10.2572 15.2614 6.3464
H 6.4946 12.5471 7.4609
H 8.7990 21.6531 13.5942
H 9.3758 18.7585 16.2999
F 11.8185 7.7329 17.6823
H 12.0191 8.7740 14.7397
C 7.2834 12.5796 6.7042
P 10.5111 19.6822 13.6226
H 8.0701 21.4694 12.0324
H 13.4129 20.3851 12.0472
C 12.2896 12.1281 16.6347
H 9.8077 10.5765 5.4277
H 11.1163 21.7633 16.4726
H 18.9488 8.5576 12.1386
N 8.1728 13.7486 6.9155
C 12.4637 16.2283 10.5205
C 17.4859 9.6836 11.0782
C 16.0714 9.6218 13.4610
H 7.7983 14.6325 7.3065
C 8.8983 14.6071 13.3467
C 13.2474 15.7552 9.5203
C 7.3678 13.2968 15.3884
H 17.9748 9.6639 10.1362
H 10.3125 16.4589 16.9015
C 10.9503 8.7142 17.3005
H 7.8382 18.0028 12.9286
C 11.3834 20.8808 15.8638
C 12.7953 14.3738 13.8690
C 17.3224 8.9550 13.4045
H 7.5749 10.4646 6.4053
C 12.4778 10.8385 14.5805
H 6.8073 12.6725 5.6876
H 8.7119 11.1066 7.5838
H 8.6429 11.4540 4.4843
N 12.9229 16.6761 11.6666
H 10.8954 22.5105 13.7703
N 9.8229 12.7750 5.6040
N 11.5329 20.6609 12.8909
H 8.1452 19.8371 15.4612
H 5.8314 13.0189 13.8559
H 6.9741 12.6298 16.1720
N 12.1651 16.7862 16.1716
C 9.3666 13.8468 6.3092
C 13.8577 17.1767 17.8128
H 11.7446 11.0287 18.4049
C 8.1608 11.3297 6.6820
O 18.4113 16.1218 15.7388
C 18.1446 17.0157 14.9261
C 11.9040 10.9863 17.2979
H 7.2457 20.7121 13.4395
C 16.6688 17.1560 14.6734
C 8.3139 18.6506 12.1986
H 16.0383 16.5859 16.7560
N 9.2795 14.6177 14.6538
H 9.0100 17.9983 11.6479
C 8.1966 20.9320 13.0088
H 10.6946 12.8882 5.1085
Br 15.6489 11.3513 9.7194
C 6.8617 13.3319 14.0757
F 10.2235 9.1302 18.3980
C 14.8048 17.2206 13.1150
C 18.0533 9.1131 12.2038
H 13.2239 17.5380 19.8076
Zr 11.9575 16.2137 13.8485
C 11.6723 9.7883 16.6043
O 10.3796 15.3405 15.0442
H 15.3453 9.5172 14.2801
H 16.2060 16.4404 10.8457
H 7.5459 19.1691 11.5088
C 12.4128 12.0990 15.2204
H 10.8379 16.9001 19.2841
C 12.1617 9.7178 15.2647
O 10.9744 18.2607 13.6761
H 12.1394 19.2107 11.5125
O 18.9678 17.8006 14.3738
H 16.8024 17.9575 12.6252
F 10.0757 8.0883 16.4849
C 14.2842 16.8575 11.8259
H 10.9522 22.4622 11.9500
H 8.9870 13.9697 16.6313
C 7.6296 13.9792 13.0665
C 16.1814 17.4617 13.4037
H 12.4957 22.5709 12.8807
C 14.3948 16.9132 15.4020
H 12.7768 15.1644 8.7184
H 12.1814 20.8999 10.9462
H 17.8074 8.4200 14.2212
S 9.9101 15.3286 12.2005
C 14.6363 15.9432 9.5340
H 12.3885 13.0521 17.1544
C 16.2936 10.3906 11.2534
C 9.1623 19.7964 15.9213
C 12.3710 20.2343 11.7817
C 11.3172 16.6130 17.1849
C 11.4597 22.1373 12.9034
C 12.6476 13.2709 14.4634
C 8.5799 13.9452 15.6089
N 8.9794 19.7342 12.9164
N 10.2317 20.3298 15.1106
C 15.7751 16.8041 15.6997
H 11.4098 16.2439 10.3392
C 15.1389 16.4612 10.7207
*
```